1.
The following is a quantum chemistry calculation of 2 unconnected molecules or ions with the total composition C31H56N5O2, from the OMol25 dataset.

The geometry in XYZ format:
```
94
Properties=species:S:1:pos:R:3:forces:R:3
C 5.86217 -1.89734 2.85774 0.0627 -0.2353 -0.5312
C 5.08360 -3.20172 3.47814 0.9695 -0.1312 0.7612
C 3.50323 -2.95035 3.84675 0.7203 0.5296 0.3603
C 2.61355 -2.27073 2.64896 -0.5357 -0.2250 0.3849
C 2.82565 -2.93276 1.16313 -0.2774 -0.7452 0.2845
C 1.50406 -2.74367 0.15774 1.1007 -0.1515 -0.8226
C 1.68886 -1.44604 -0.87613 0.6283 -1.3732 -0.3686
C 0.53165 -1.38255 -2.04738 0.5151 1.1162 -0.6434
C -0.61740 -0.19962 -1.76488 0.8542 0.0819 0.3857
C -1.02131 -0.11610 -0.15827 0.7455 1.5048 0.5154
C -0.29040 1.04948 0.68166 -2.4138 -2.4881 2.4342
N 0.68412 2.07559 0.16404 -2.5005 -1.8966 0.3571
C 0.05028 3.41668 -0.12353 -0.2077 1.5836 -1.0838
C -1.51264 3.36367 -0.61224 -0.0237 1.5446 0.3296
C -2.46810 3.69546 0.68337 -1.1426 0.9414 -0.4129
C -4.01287 3.08892 0.54211 0.7118 0.3958 1.1212
C -0.76796 0.94610 2.23031 -0.6024 -1.1859 -3.1406
C -0.25730 1.94702 3.42748 -1.0598 -0.8406 0.2503
C 0.72030 1.06804 4.41124 1.1996 -0.3631 0.1791
C 2.30618 1.51411 4.24826 -0.5026 0.3792 -0.8962
C 2.71872 1.69471 2.66988 0.0740 -1.1802 -0.2597
C 4.32366 1.38461 2.35793 -1.1965 1.0549 -0.4649
O 4.34272 0.74892 1.00430 1.8217 1.1112 1.0137
C 5.66328 0.93387 0.37271 0.7621 -0.9740 -1.6496
C 5.66857 0.21072 -1.13321 -0.4570 -0.2322 -0.2339
C -1.80062 -0.22968 2.53706 0.1044 0.2778 -0.2281
N -2.43025 -1.21173 1.66018 3.9775 4.9777 1.7181
N -1.97686 -1.05408 0.40496 1.3664 0.5039 -2.3792
C -2.61431 -2.07057 -0.57131 -1.7532 -1.8025 -0.6124
C -3.85864 -1.37842 -1.45039 0.5990 1.0125 0.3417
C -3.83730 -1.78542 -3.03841 -0.6802 -4.6445 -3.1818
N -3.66207 -0.61536 -4.02928 -0.1839 -1.4663 1.6131
O -3.99506 -3.03036 -3.53091 0.9254 7.7138 3.7690
H 6.94227 -2.15514 2.43144 -2.3313 0.2705 1.0343
H 5.23404 -1.52593 1.93120 1.2940 -0.3127 1.9988
H 6.03878 -1.05165 3.66832 -0.6426 -1.7288 -1.7253
H 5.62718 -3.46156 4.50328 -1.1789 0.4065 -2.1380
H 5.26901 -4.14743 2.78277 -0.6712 2.0924 1.3354
H 3.48316 -2.18581 4.76278 0.0159 -1.6184 -1.9073
H 3.07701 -3.95879 4.26392 0.6001 1.8965 -1.0561
H 2.79641 -1.10975 2.69973 -0.2404 -2.2771 -0.4696
H 1.47093 -2.43502 2.93003 2.2622 0.3520 -0.5442
H 2.94580 -4.10591 1.32906 -0.2879 2.4747 -0.2902
H 3.83820 -2.59500 0.63459 -2.3492 -0.4914 1.0858
H 1.50858 -3.71663 -0.52972 -0.2204 2.1472 1.3650
H 0.48824 -2.72529 0.73807 1.9365 0.0734 -0.8936
H 1.85476 -0.43569 -0.30736 -0.4751 -1.8709 -1.0089
H 2.71198 -1.66867 -1.44861 -2.2017 0.5628 1.3060
H 1.09394 -1.00941 -3.03234 -1.3907 -0.8622 2.0416
H 0.05653 -2.41574 -2.32214 0.9394 1.8868 0.8306
H -1.53321 -0.27400 -2.48685 1.5667 0.0122 1.6472
H -0.06079 0.81469 -2.06106 -1.4726 -2.1265 1.0218
H 1.28711 1.72766 -0.61231 -0.9929 0.2239 0.9240
H 0.65885 3.95122 -0.99847 -1.0318 -1.4236 1.9948
H 0.15604 4.14117 0.81219 -0.3350 -1.6570 -1.8666
H -1.65577 4.27914 -1.36497 0.2803 -2.0869 1.5712
H -1.81599 2.40764 -1.21742 0.7134 1.6172 1.3960
H -2.61283 4.87946 0.70886 0.5154 -2.5251 -0.0175
H -1.97518 3.42698 1.72739 -1.0512 0.2423 -2.2906
H -3.97288 1.93896 0.80252 -0.3091 2.2052 -0.7961
H -4.66444 3.62823 1.37974 1.2871 -1.2849 -1.8906
H -4.48493 3.32373 -0.50940 1.0649 -0.6433 2.1136
H 0.23202 2.92789 2.99986 -0.8870 -2.2342 0.7266
H -1.19630 2.27182 4.08803 1.8662 -0.7251 -1.7119
H 0.43983 1.19367 5.54667 0.3318 -0.1552 -2.3542
H 0.63863 -0.09274 4.15621 0.0851 2.5172 0.4570
H 2.42558 2.56108 4.75947 0.0508 -2.1972 -0.6102
H 2.98680 0.67154 4.69167 -1.2894 1.8039 -0.5249
H 2.40134 2.73443 2.21394 0.7497 -2.1248 1.0310
H 2.12212 0.86507 2.06959 1.2725 1.7012 1.1101
H 4.81561 0.70748 3.18913 -0.9318 1.3428 -1.8181
H 4.85176 2.42565 2.23635 -0.6857 -2.0579 0.5819
H 5.92800 2.06330 0.17119 -0.5863 -2.0919 0.8572
H 6.50854 0.38173 0.97975 -1.7017 1.3394 -0.8714
H 4.86916 -0.66571 -1.20206 1.6832 1.8585 0.3827
H 6.71598 -0.26387 -1.39531 -2.0779 1.0819 0.7243
H 5.40663 0.97095 -1.99784 0.5026 -1.4437 1.8827
H -2.12376 -0.33265 3.68398 0.7038 0.1837 -2.9262
H -3.16467 -2.94493 0.03112 1.6988 2.2510 -0.8287
H -1.83040 -2.62292 -1.23983 -1.3006 1.5412 1.3173
H -3.70208 -0.20320 -1.31407 -0.5073 -2.5442 -0.7460
H -4.89911 -1.63066 -0.94510 2.2397 0.2706 -1.2866
H -4.44375 -0.60097 -4.72171 1.2661 -0.2756 0.6921
H -2.72117 -0.65258 -4.47975 -1.3242 -0.2412 0.2675
N -6.79490 -0.66668 -6.09527 0.0991 0.0292 0.1421
C -6.41906 0.15618 -7.12492 0.0304 0.1443 -0.1789
C -7.54556 0.79652 -7.59094 0.4522 -0.0102 -0.0398
C -8.63834 0.34847 -6.81098 -0.0872 -0.2585 0.3485
C -8.14574 -0.55210 -5.89324 -0.2148 0.0247 0.0335
H -6.17274 -1.26423 -5.56661 -0.4124 0.0410 -0.3196
H -5.38524 0.21428 -7.43806 -0.1843 -0.0039 -0.0198
H -7.57669 1.51022 -8.40396 0.0244 -0.1375 0.1418
H -9.67309 0.65075 -6.90788 0.1873 -0.0766 0.0272
H -8.63972 -1.12067 -5.11666 0.0517 0.0984 -0.1688
```
Forces are in eV/Å.

**Largest force on an atom**: 8.64 eV/Å
**E_tot**: -44578.5897 eV
**Spin multiplicity**: 1
**Gap between HOMO and LUMO**: 5.538 eV
**Net charge**: +1

***

2.
The following is a quantum chemistry calculation of 3 unconnected molecules or ions with the total composition C7H19NO2, from the OMol25 dataset.

The geometry in XYZ format:
```
29
Properties=species:S:1:pos:R:3:forces:R:3
C 0.60808 -0.85289 -1.01391 -0.1051 -0.0566 0.0095
C -0.24851 -0.13480 -2.07906 0.1522 -0.1016 0.0346
C 0.85330 -2.31098 -1.43066 -0.0069 0.1835 -0.0185
C 1.94915 -0.12547 -0.85104 -0.1708 -0.0873 -0.0205
O -0.12185 -0.85713 0.18601 -0.3347 -0.1652 -0.3721
O 0.34349 -0.03244 -3.37288 -0.0557 -0.0894 0.1350
H 0.04801 0.14547 1.17471 -0.1192 0.7346 0.8096
H 0.43804 -0.92102 -3.73196 -0.0129 0.0502 0.0386
H -1.22149 -0.64405 -2.13166 0.0420 0.0001 -0.0141
H -0.42313 0.89164 -1.75070 0.0125 0.0016 0.0139
H -0.09954 -2.82478 -1.57685 -0.0036 0.0122 0.0072
H 2.55085 -0.61968 -0.08605 -0.0087 -0.0059 0.0013
H 1.39719 -2.82538 -0.63773 -0.0024 0.0162 0.0015
H 1.44520 -2.38689 -2.34752 0.0018 0.0014 -0.0045
H 1.78680 0.91049 -0.54893 -0.0190 0.0227 0.0130
H 2.50374 -0.11664 -1.79006 0.0003 -0.0140 0.0058
C -1.69870 -0.19798 2.33541 -0.6523 -0.4383 -0.5980
C 0.23043 1.15282 1.95594 0.1698 -0.4187 -0.6214
C -0.30482 2.40766 1.28049 0.0524 -0.0303 0.0492
N -2.33987 -0.30589 1.19843 0.8793 0.2327 -0.0087
H -1.65638 -0.69396 0.41828 -0.0157 -0.0525 0.4814
H -3.00073 0.41852 0.95009 0.0570 0.0002 0.0760
H -1.04670 -1.01404 2.60431 0.1810 0.1310 -0.0376
H -2.06105 0.47092 3.10571 0.0469 0.0234 -0.0280
H 1.31350 1.05584 1.81351 0.0766 0.1747 0.0606
H 0.11204 1.20125 3.04015 -0.1243 -0.1510 0.0095
H -1.38956 2.50013 1.40100 -0.0044 0.0281 -0.0003
H -0.10929 2.38712 0.20671 0.0040 -0.0070 -0.0031
H 0.14180 3.32215 1.67826 -0.0403 0.0053 -0.0199
```
Forces are in eV/Å.

**Largest force on an atom**: 1.10 eV/Å
**E_tot**: -13148.9436 eV
**Spin multiplicity**: 1
**Gap between HOMO and LUMO**: 8.285 eV
**Net charge**: 0

***

3.
The following is a quantum chemistry calculation of C7H8INO2 in the gas phase, from the OMol25 dataset.

The geometry in XYZ format:
```
19
Properties=species:S:1:pos:R:3:forces:R:3
C 2.09799 -1.15860 -0.30084 -2.3490 0.4538 1.0692
C 1.11862 -1.85916 -0.95614 -3.4249 0.6505 -0.5699
C 0.37593 0.20256 0.82319 0.6821 -0.8865 -0.5153
C -0.63832 -0.52132 0.14502 0.8330 1.9693 1.0117
C 1.71188 -0.18853 0.63826 0.3855 0.7632 1.2957
C -0.30274 -1.51844 -0.68987 1.8346 -1.8549 -1.2950
C -4.78885 -0.43789 -0.22874 -1.4676 0.9560 -0.5609
N 2.71989 0.43032 1.45597 1.1642 -2.0077 -2.8361
O -1.39995 -2.20935 -1.22153 1.0430 -0.0669 -0.3853
O -5.29016 0.21297 -1.29339 -0.1103 0.9288 0.6080
I -2.70435 -0.01818 0.34132 1.1402 0.3234 1.1937
H 3.09779 -1.39922 -0.23510 2.1005 -0.6850 -0.7808
H 1.22422 -2.51511 -1.82249 0.6227 -0.2188 0.5620
H 0.20770 1.00860 1.53836 -0.4159 -0.2290 -0.2398
H -4.78037 -1.49874 -0.44896 -0.2005 -0.4652 -0.3236
H 3.62476 -0.03778 1.65041 -1.3797 0.3550 -0.4066
H 2.37284 0.92971 2.18903 -0.8969 1.4332 2.3043
H -1.13948 -2.83399 -1.91299 0.1465 0.2110 0.2378
H -5.39542 1.18138 -1.05332 0.2925 -1.6303 -0.3691
```
Forces are in eV/Å.

**Largest force on an atom**: 3.66 eV/Å
**E_tot**: -21070.0515 eV
**Spin multiplicity**: 1
**Gap between HOMO and LUMO (spin up / spin down)**: 7.950 / 7.951 eV
**Net charge**: 0

***

4.
The following is a quantum chemistry calculation of 2 unconnected molecules or ions with the total composition C5H15NO, from the OMol25 dataset.

The geometry in XYZ format:
```
22
Properties=species:S:1:pos:R:3:forces:R:3
C -1.35580 -0.21440 1.82767 1.2370 -1.2925 -2.1162
C -0.27291 0.99053 1.37613 -2.6389 -2.7881 1.4401
N 0.48308 0.67106 0.20288 1.8354 0.8026 1.3241
C 0.16706 0.05076 -1.04781 1.0424 -0.9545 0.3657
C -0.87032 0.87877 -1.67319 -1.3751 0.8246 -1.2339
C 1.47638 -0.01669 -1.89976 2.1082 1.9301 -0.0826
H -1.16627 -0.65322 2.82196 -0.2452 0.7670 -0.0855
H -2.44954 -0.06610 1.63966 1.0256 0.4807 0.3926
H -1.07829 -1.12024 1.17161 -0.6058 1.5888 0.7992
H 0.39964 1.02246 2.24873 -0.0491 0.3692 -0.5408
H -0.92596 1.86128 1.39427 0.3216 0.6004 -0.4507
H 1.41187 1.06011 0.29297 -0.1694 -0.4537 -0.3591
H -0.18858 -0.99903 -0.97360 0.2312 0.3366 0.4985
H -1.50146 0.29172 -2.41804 1.0646 1.3597 0.2173
H -0.29029 1.79297 -1.89903 -0.6954 -0.2585 -1.3553
H -1.56061 1.33070 -0.96590 -0.3737 -0.6635 0.4937
H 1.54030 -0.82030 -2.60639 -0.2813 -0.8134 -0.0488
H 2.46715 -0.01416 -1.30710 -1.7609 -0.5377 -0.3292
H 1.72606 0.87624 -2.58508 -1.1523 -0.7329 1.0854
O 0.80219 -2.13773 1.20880 1.3984 0.7952 1.4023
H 0.21681 -2.87300 1.00074 0.1059 -0.0362 1.0831
H 0.96950 -1.91174 2.19048 -1.0232 -1.3241 -2.5000
```
Forces are in eV/Å.

**Structure (SMILES)**: CCNC(C)C.O
**Largest force on an atom**: 4.10 eV/Å
**E_tot**: -8963.5629 eV
**Spin multiplicity**: 1
**Gap between HOMO and LUMO**: 8.647 eV
**Net charge**: 0

***

5.
The following is a quantum chemistry calculation of a molecular structure, BrO4V2, from the OMol25 dataset.

The geometry in XYZ format:
```
7
Properties=species:S:1:pos:R:3:forces:R:3
O 1.42017 -9.04359 -15.24980 0.8841 -0.4121 0.1931
V 2.37609 -9.89657 -16.23802 -0.5553 0.0931 0.7181
O 1.66478 -9.98913 -17.63693 -0.0596 -0.1436 -1.2044
O 6.70313 -13.59723 -17.33759 0.0117 0.8332 -1.6374
V 6.34805 -12.21830 -18.01479 -3.8946 -0.6063 -0.0487
O 5.52594 -12.28684 -19.40664 2.2369 -0.6509 2.4482
Br 3.97509 -12.32978 -16.54400 1.3767 0.8866 -0.4690
```
Forces are in eV/Å.

**Largest force on an atom**: 3.94 eV/Å
**E_tot**: -129604.7050 eV
**<S²>**: 0.761
**Spin multiplicity**: 2
**Gap between HOMO and LUMO (spin up / spin down)**: 4.097 / 5.501 eV
**Net charge**: 0

***

6.
The following is a quantum chemistry calculation of 2 unconnected molecules or ions with the total composition C4H5NOS2, from the OMol25 dataset.

The geometry in XYZ format:
```
13
Properties=species:S:1:pos:R:3:forces:R:3
C -1.27245 -0.10382 -1.45771 1.5466 -0.3595 0.0801
C -2.56541 -0.40304 -1.25296 -1.0644 0.6339 0.7689
C -1.19787 0.09718 0.86149 -2.9153 -0.9107 -0.4775
C -0.52549 0.01034 -0.24207 0.3440 0.3765 -1.8281
N 2.63182 0.03343 1.41778 0.0975 1.0454 0.1866
O 2.61348 0.92972 -0.98386 0.4201 1.3488 -0.5951
S -2.94120 -0.24909 0.42578 1.1571 0.0356 0.6969
S 2.51423 -0.31794 -0.26724 -0.5028 -1.2811 2.1241
H -0.70397 0.05736 -2.33427 -0.1531 -0.2345 -1.2834
H -3.45449 -0.54828 -1.87428 0.8155 0.1223 -0.2186
H -0.92519 -0.01048 1.84193 0.6028 0.1602 2.2748
H 2.99891 -0.50130 2.20217 -0.0249 -0.8218 -0.9788
H 2.82763 1.00592 1.66323 -0.3230 -0.1151 -0.7499
```
Forces are in eV/Å.

**Largest force on an atom**: 3.09 eV/Å
**E_tot**: -29432.4416 eV
**Spin multiplicity**: 1
**Gap between HOMO and LUMO (spin up / spin down)**: 8.526 / 7.187 eV
**Net charge**: 0

***

7.
The following is a quantum chemistry calculation of 2 unconnected molecules or ions with the total composition C2H8NOS, from the OMol25 dataset.

The geometry in XYZ format:
```
13
Properties=species:S:1:pos:R:3:forces:R:3
C 1.46537 -0.95681 1.73427 -0.4538 -0.2337 0.3657
C 0.81653 -2.01942 0.85799 -0.1479 0.2583 -0.1905
S -0.19623 -1.23520 -0.44731 -0.0078 -0.0221 -0.1873
N 0.50538 -0.24490 2.60033 0.1588 -0.6674 0.3080
H 1.98142 -0.30424 1.05330 -0.0248 0.7495 -0.3363
H 2.24909 -1.29418 2.39293 0.4103 -0.8942 0.3460
H 0.12668 -2.65738 1.41653 0.2856 -0.1292 0.3694
H 1.60582 -2.64654 0.43886 0.0008 -0.1235 -0.0913
H -0.38227 -0.73698 2.54356 0.0901 -0.0972 -0.0248
H 0.29343 0.61501 2.16704 -0.3074 1.1537 -0.5718
H -2.35190 3.18447 -4.82582 -0.0613 0.0366 -0.1462
H -3.23545 4.34929 -5.36290 0.1185 -0.1929 -0.1533
O -2.87786 3.94689 -4.56879 -0.0613 0.1621 0.3125
```
Forces are in eV/Å.

**Largest force on an atom**: 1.32 eV/Å
**E_tot**: -16577.0493 eV
**Spin multiplicity**: 1
**Gap between HOMO and LUMO**: 5.083 eV
**Net charge**: -1

***

8.
The following is a quantum chemistry calculation of a molecular structure, C8H6DyO6, from the OMol25 dataset.

The geometry in XYZ format:
```
21
Properties=species:S:1:pos:R:3:forces:R:3
O 0.00194 3.11736 -1.60127 -0.0193 -0.2118 0.0834
C 0.00150 2.00393 -1.60545 0.0837 11.0212 -0.6664
Dy -0.00002 -0.00293 -1.54342 -0.0736 0.1903 9.0645
O 0.00021 0.00020 -4.72171 -0.0029 -0.0012 3.8165
C 0.00011 0.00021 -3.57990 0.0152 0.0215 -12.9349
C -0.00158 -2.00112 -1.60586 -0.0711 -11.6770 -0.6672
O -0.00214 -3.11744 -1.60177 0.0159 0.5961 0.0795
C -2.00071 0.00122 -1.60588 -11.5578 -0.0308 -0.6734
O -3.11769 0.00212 -1.60170 0.6468 0.0141 0.0852
C 2.00044 -0.00132 -1.60568 11.6623 0.0938 -0.6788
O 3.11790 -0.00222 -1.60119 -0.7062 -0.0202 0.0827
C -1.06404 0.68327 2.40420 -1.3084 0.8507 1.5224
C -0.00001 -0.00004 1.67730 -0.0015 0.0043 9.5480
C 1.06401 -0.68326 2.40415 1.3105 -0.8525 1.5247
O -0.00001 0.00000 0.52019 0.0071 0.0015 -8.4165
H -0.93806 0.60255 3.50445 -0.0760 0.0469 -0.7781
H -2.07601 0.26916 2.16476 0.7041 0.1860 -0.0521
H -1.10831 1.77611 2.16487 0.1223 -0.7240 -0.0540
H 1.10831 -1.77608 2.16479 -0.1222 0.7238 -0.0533
H 2.07599 -0.26916 2.16466 -0.7043 -0.1855 -0.0525
H 0.93817 -0.60256 3.50446 0.0755 -0.0472 -0.7796
```
Forces are in eV/Å.

**Largest force on an atom**: 12.93 eV/Å
**E_tot**: -44717.4851 eV
**<S²>**: 9.305
**Spin multiplicity**: 6
**Gap between HOMO and LUMO (spin up / spin down)**: 6.945 / 7.254 eV
**Net charge**: +3